Computed, not measured: 11 unconnected molecules or ions with the total composition C30H86ClN6O14 in a non-equilibrium geometry, with the ωB97M-V functional and the def2-TZVPD basis.

The gap between HOMO and LUMO is 7.877 eV. Its HOMO energy is -5.9 eV. The charge is -1.

Each line ends with the Mulliken charge.
Element x y z (Å)
Cl  -1.302  -0.300  -1.515  1.623
O  -0.850  0.050  -0.217  -0.654
O  -2.730  -0.419  -1.476  -0.662
O  -0.904  0.692  -2.490  -0.660
O  -0.707  -1.484  -1.937  -0.649
O  3.871  -2.244  -0.156  -0.652
H  2.916  -2.239  -0.098  0.336
H  4.064  -2.803  -0.908  0.313
C  1.473  -5.335  4.141  -1.291
C  1.702  -6.823  4.385  0.298
C  2.403  -7.085  5.695  -0.706
O  3.787  -6.682  5.623  -0.299
C  4.507  -6.995  6.791  -0.719
N  0.329  -7.369  4.412  -0.779
H  0.739  -5.024  4.884  0.339
H  1.005  -5.091  3.187  0.373
H  2.425  -4.821  4.278  0.323
H  2.318  -7.284  3.612  0.284
H  2.361  -8.153  5.910  0.413
H  1.975  -6.623  6.584  0.342
H  4.694  -8.064  6.887  0.286
H  4.011  -6.637  7.693  0.303
H  5.484  -6.524  6.684  0.247
H  -0.215  -7.094  3.607  0.284
H  -0.042  -6.833  5.184  0.302
C  7.018  3.443  -4.107  -1.340
C  7.251  2.467  -2.984  0.442
C  8.350  3.061  -1.919  -0.709
O  9.527  3.611  -2.584  -0.330
C  10.478  4.239  -1.741  -0.750
N  6.060  2.318  -2.198  -0.661
H  6.632  4.413  -3.792  0.322
H  6.378  2.950  -4.838  0.400
H  7.892  3.705  -4.704  0.326
H  7.616  1.487  -3.292  0.249
H  8.643  2.206  -1.310  0.306
H  7.933  3.835  -1.274  0.414
H  10.794  5.182  -2.187  0.241
H  11.401  3.667  -1.655  0.265
H  10.219  4.324  -0.685  0.334
H  5.351  2.024  -2.855  0.245
H  6.092  1.502  -1.605  0.249
C  3.372  7.604  0.958  -1.372
C  2.315  6.710  1.600  0.498
C  1.053  7.448  2.232  -0.650
O  1.447  8.337  3.309  -0.315
C  0.327  9.104  3.806  -0.711
N  1.876  5.789  0.583  -0.684
H  2.886  8.246  0.224  0.298
H  4.292  7.172  0.565  0.379
H  3.679  8.278  1.757  0.323
H  2.838  6.041  2.283  0.248
H  0.362  6.712  2.643  0.351
H  0.554  8.002  1.437  0.342
H  -0.485  8.443  4.108  0.272
H  -0.077  9.703  2.991  0.314
H  0.716  9.827  4.523  0.251
H  2.602  5.165  0.262  0.236
H  1.229  5.081  0.901  0.227
C  -6.521  6.612  1.441  -1.358
C  -6.433  5.116  1.158  0.594
C  -7.747  4.302  1.226  -0.785
O  -8.584  4.595  2.305  -0.347
C  -8.066  4.186  3.558  -0.700
N  -5.934  4.924  -0.188  -0.746
H  -6.955  6.667  2.439  0.296
H  -6.933  7.213  0.631  0.367
H  -5.519  7.034  1.524  0.377
H  -5.734  4.710  1.889  0.232
H  -7.511  3.238  1.229  0.376
H  -8.303  4.582  0.331  0.366
H  -7.094  4.649  3.728  0.275
H  -7.964  3.112  3.713  0.301
H  -8.733  4.496  4.362  0.241
H  -5.052  5.415  -0.215  0.255
H  -5.691  3.956  -0.345  0.259
C  3.452  -7.072  -4.017  -1.515
C  4.652  -6.339  -4.641  0.531
C  4.996  -6.880  -6.071  -0.853
O  6.053  -6.156  -6.718  -0.346
C  6.239  -6.752  -7.982  -0.789
N  4.276  -4.939  -4.676  -0.607
H  3.583  -8.148  -3.900  0.384
H  2.518  -6.927  -4.560  0.400
H  3.288  -6.572  -3.063  0.375
H  5.582  -6.412  -4.077  0.224
H  4.097  -6.980  -6.679  0.369
H  5.275  -7.926  -5.943  0.409
H  6.335  -7.837  -8.023  0.306
H  7.095  -6.412  -8.564  0.299
H  5.400  -6.550  -8.647  0.330
H  3.288  -4.729  -4.670  0.256
H  4.678  -4.610  -5.542  0.229
C  -7.089  -3.277  2.900  -1.448
C  -5.876  -4.282  2.904  0.401
C  -5.759  -5.074  1.587  -0.729
O  -4.619  -5.877  1.645  -0.274
C  -4.251  -6.648  0.512  -0.741
N  -4.679  -3.472  3.010  -0.762
H  -7.041  -2.498  2.139  0.347
H  -7.115  -2.750  3.854  0.365
H  -8.066  -3.757  2.842  0.379
H  -6.059  -4.883  3.795  0.261
H  -5.758  -4.353  0.769  0.363
H  -6.714  -5.583  1.458  0.395
H  -3.358  -7.271  0.562  0.230
H  -4.100  -5.978  -0.335  0.318
H  -5.092  -7.314  0.317  0.294
H  -3.950  -4.063  2.637  0.325
H  -4.693  -2.790  2.265  0.275
C  0.232  5.331  -5.976  -0.887
C  -0.755  5.920  -4.987  -0.287
O  -0.067  6.743  -4.038  -0.506
H  0.671  6.054  -6.664  0.271
H  -0.263  4.631  -6.648  0.308
H  1.121  4.915  -5.502  0.276
H  -1.400  5.164  -4.540  0.282
H  -1.455  6.628  -5.432  0.245
H  0.300  6.129  -3.398  0.291
C  -5.464  -3.580  -5.618  -1.061
C  -6.741  -4.142  -5.052  -0.138
O  -7.778  -4.111  -5.941  -0.522
H  -5.376  -4.052  -6.597  0.287
H  -4.587  -3.751  -4.994  0.337
H  -5.393  -2.493  -5.651  0.286
H  -6.972  -3.636  -4.114  0.254
H  -6.607  -5.205  -4.851  0.240
H  -8.416  -4.733  -5.583  0.317
C  -1.804  2.761  5.875  -0.984
C  -2.180  3.304  7.279  -0.165
O  -2.391  4.676  7.250  -0.518
H  -1.926  1.694  5.693  0.338
H  -0.814  3.029  5.506  0.272
H  -2.463  3.273  5.173  0.239
H  -1.353  3.076  7.952  0.236
H  -3.099  2.868  7.671  0.279
H  -2.768  4.899  8.105  0.303

Forces on atoms 1 to 2 (eV/Å):
-0.694 2.365 -0.898
0.662 0.499 1.415


Computed, not measured: 5 unconnected molecules or ions with the total composition C30H90N15O5P5 in a non-equilibrium geometry, with the ωB97M-V functional and the def2-TZVPD basis.

As for the energy relative to the best compared isomer or geometry (same formula, charge and spin): 1.9659 eV. The gap between HOMO and LUMO is 8.804 eV. As for the SMILES: CN(C)P(=O)(N(C)C)N(C)C.CN(C)P(=O)(N(C)C)N(C)C.CN(C)P(=O)(N(C)C)N(C)C.CN(C)P(=O)(N(C)C)N(C)C.CN(C)P(=O)(N(C)C)N(C)C. Its HOMO energy is -8.3 eV.

Each line ends with the Mulliken charge.
Element x y z (Å)
C  -3.298  4.843  -3.622  -1.004
N  -3.176  5.760  -2.486  0.325
C  -2.843  7.145  -2.736  -1.154
P  -3.634  5.337  -0.891  0.243
O  -3.814  6.471  0.016  -0.934
N  -4.916  4.263  -1.100  0.262
C  -5.451  3.536  0.037  -0.869
C  -6.031  4.886  -1.798  -1.095
N  -2.469  4.263  -0.332  0.689
C  -1.622  4.671  0.819  -0.917
C  -2.034  3.084  -1.066  0.399
H  -3.238  3.812  -3.279  0.261
H  -2.418  4.942  -4.258  0.402
H  -4.285  5.021  -4.051  0.312
H  -3.046  7.737  -1.843  0.333
H  -3.320  7.539  -3.635  0.344
H  -1.749  7.236  -2.806  0.308
H  -4.639  3.069  0.593  0.103
H  -6.088  4.146  0.689  0.339
H  -6.157  2.780  -0.320  0.375
H  -6.831  4.183  -2.041  0.349
H  -6.511  5.689  -1.219  0.382
H  -5.792  5.395  -2.735  0.304
H  -0.960  5.495  0.526  0.288
H  -2.308  4.872  1.633  0.606
H  -0.879  3.878  0.886  -0.197
H  -1.256  2.535  -0.542  -1.144
H  -1.513  3.391  -1.984  0.221
H  -2.891  2.467  -1.336  0.557
C  8.074  -1.959  -4.720  -0.960
N  7.939  -1.014  -3.610  0.260
C  9.176  -0.326  -3.298  -1.028
P  6.494  -0.270  -3.190  0.504
O  6.640  0.666  -2.061  -0.923
N  5.938  0.424  -4.646  0.262
C  5.974  1.894  -4.749  -1.074
C  5.524  -0.330  -5.824  -1.135
N  5.427  -1.598  -2.964  0.268
C  5.679  -2.472  -1.834  -1.153
C  3.999  -1.367  -3.099  -0.722
H  8.271  -1.344  -5.608  0.314
H  7.195  -2.589  -4.786  0.272
H  8.963  -2.591  -4.676  0.373
H  9.310  0.588  -3.887  0.291
H  10.019  -1.001  -3.458  0.363
H  9.271  -0.076  -2.240  0.292
H  6.997  2.279  -4.811  0.254
H  5.528  2.138  -5.712  0.432
H  5.518  2.325  -3.862  0.297
H  5.552  -1.406  -5.675  0.376
H  4.434  -0.239  -5.943  0.372
H  6.030  0.015  -6.722  0.401
H  6.719  -2.793  -1.792  0.381
H  5.263  -2.077  -0.901  0.307
H  5.147  -3.417  -2.001  0.409
H  3.632  -1.087  -2.110  -0.084
H  3.431  -2.227  -3.459  0.291
H  3.747  -0.523  -3.744  0.361
C  -1.788  -6.567  1.450  -1.177
N  -1.030  -6.575  0.196  0.321
C  -0.654  -5.243  -0.248  -0.517
P  -1.538  -7.793  -0.869  0.463
O  -1.557  -9.081  -0.128  -0.852
N  -3.085  -7.317  -1.482  0.204
C  -3.313  -6.090  -2.188  -0.686
C  -3.883  -8.436  -1.940  -1.080
N  -0.489  -7.658  -2.196  0.277
C  -0.862  -8.187  -3.506  -0.877
C  0.930  -7.867  -1.889  -1.192
H  -1.656  -7.546  1.910  0.369
H  -2.838  -6.280  1.342  0.331
H  -1.304  -5.868  2.134  0.448
H  -0.607  -4.589  0.624  -0.074
H  -1.380  -4.700  -0.855  0.126
H  0.333  -5.207  -0.711  0.176
H  -3.022  -5.202  -1.625  0.063
H  -2.854  -6.015  -3.178  0.232
H  -4.383  -5.853  -2.213  0.388
H  -3.691  -8.650  -3.004  0.339
H  -3.531  -9.379  -1.513  0.350
H  -4.957  -8.388  -1.760  0.349
H  -0.113  -8.074  -4.287  0.361
H  -1.167  -9.231  -3.390  0.335
H  -1.685  -7.572  -3.881  0.160
H  1.505  -7.343  -2.655  0.422
H  1.166  -8.932  -1.833  0.309
H  1.186  -7.347  -0.965  0.371
C  1.784  0.546  -1.407  -1.726
N  0.936  0.449  -0.236  0.752
C  1.134  1.573  0.644  -1.323
P  0.374  -1.052  0.261  0.563
O  0.224  -1.958  -0.884  -1.034
N  1.376  -1.509  1.556  0.370
C  2.687  -2.023  1.220  -0.965
C  1.177  -1.125  2.937  -0.941
N  -1.094  -0.762  1.007  0.939
C  -1.617  -1.867  1.789  -1.624
C  -2.139  -0.291  0.100  -1.394
H  2.859  0.544  -1.215  0.557
H  1.597  1.515  -1.892  0.356
H  1.466  -0.147  -2.185  0.425
H  0.690  2.496  0.258  0.384
H  2.177  1.750  0.923  0.344
H  0.592  1.450  1.587  0.082
H  3.138  -1.430  0.415  0.166
H  3.369  -1.934  2.065  0.482
H  2.697  -3.063  0.883  0.215
H  0.158  -1.088  3.312  0.224
H  1.744  -1.788  3.594  0.430
H  1.626  -0.133  3.101  0.382
H  -1.728  -1.636  2.854  0.271
H  -2.540  -2.335  1.445  0.376
H  -0.939  -2.730  1.813  0.568
H  -1.755  0.511  -0.528  0.117
H  -3.103  -0.075  0.554  0.455
H  -2.290  -1.127  -0.602  0.396
C  -2.263  2.218  3.312  -0.742
N  -1.587  2.929  4.377  0.678
C  -0.124  2.841  4.401  -0.245
P  -2.543  3.707  5.535  0.257
O  -3.941  3.778  5.133  -0.940
N  -2.254  2.936  6.997  0.253
C  -2.419  3.643  8.278  -1.133
C  -2.442  1.500  7.059  -0.905
N  -1.761  5.206  5.731  0.294
C  -0.450  5.358  6.344  -1.190
C  -2.285  6.403  5.050  -0.880
H  -2.738  2.866  2.566  0.193
H  -3.105  1.618  3.675  0.374
H  -1.596  1.551  2.764  0.032
H  0.308  3.810  4.161  0.145
H  0.209  2.129  3.648  -0.229
H  0.202  2.407  5.348  0.309
H  -3.224  3.238  8.893  0.338
H  -1.483  3.481  8.820  0.364
H  -2.615  4.685  8.038  0.331
H  -2.697  1.173  6.047  0.232
H  -1.577  0.882  7.333  0.267
H  -3.203  1.207  7.786  0.354
H  -0.196  4.626  7.108  0.308
H  0.364  5.496  5.630  0.358
H  -0.517  6.291  6.918  0.479
H  -2.441  6.159  4.001  0.122
H  -1.512  7.173  5.081  0.433
H  -3.159  6.847  5.521  0.264

Forces on atoms 1 to 2 (eV/Å):
0.189 0.212 1.196
-0.893 -0.529 1.615